Record 1
{"formula": "C3H14GaN2O2P", "method": "ωB97M-V with the def2-TZVPD basis set", "charge": 0, "homo_ha": -0.1802, "homo_lumo_gap_ha": 0.102, "max_force_ha_per_bohr": 0.0888, "lumo_energy_ev": -2.127, "total_energy_ha": -2648.6183, "elements": ["N", "P", "O", "Ga", "H", "H", "H", "H", "H", "H", "C", "C", "O", "N", "C", "H", "H", "H", "H", "H", "H", "H", "H"], "coordinates": [[-0.49734, -0.00275, -2.37382], [-1.46037, -1.48592, -2.67338], [-1.10404, -2.71873, -1.49483], [-3.69786, -0.77215, -2.26272], [0.16354, -0.13923, -1.57778], [-0.02224, 0.34444, -3.23669], [-1.24401, -3.62238, -1.95042], [-4.53955, -1.89896, -1.50379], [-3.57835, 0.48699, -1.24241], [-4.30558, -0.30320, -3.66560], [1.21349, 2.58197, 1.75087], [1.93146, 1.36611, 1.25643], [2.42684, 1.23071, 0.16077], [2.10091, 0.23670, 2.09542], [1.27439, -0.89423, 1.60321], [0.49109, 2.90285, 0.99399], [0.66924, 2.35780, 2.67215], [1.93635, 3.37916, 1.94442], [1.90419, 0.46774, 3.06971], [3.07892, -0.03909, 1.94624], [0.26787, -0.52957, 1.39624], [1.24869, -1.65121, 2.39077], [1.74237, -1.29702, 0.70125]]}

Record 2
{"formula": "C3H14N2O", "method": "ωB97M-V with the def2-TZVPD basis set", "charge": 1, "homo_ha": [-0.3407, -0.4934], "s2": 0.75, "homo_lumo_gap_ha": [0.227, 0.380], "max_force_ha_per_bohr": 0.0743, "lumo_energy_ev": [-3.086, -3.099], "multiplicity": 2, "total_energy_ha": -307.0868, "relative_energy_kcal_mol": 22.5, "elements": ["C", "C", "C", "N", "N", "H", "H", "H", "H", "H", "H", "H", "H", "H", "H", "H", "H", "H", "H", "O"], "coordinates": [[0.32437, 0.70965, -0.31769], [0.22608, -0.89936, -0.01090], [-0.93936, -1.11799, -0.86430], [-1.39578, -3.30705, -0.68956], [1.17703, 1.24849, 0.89055], [0.89058, 0.84958, -1.29005], [-0.59303, 1.27682, -0.08232], [1.05119, -1.51956, -0.36393], [-0.03726, -1.22884, 1.01829], [-0.92041, -1.43416, -1.88744], [-1.92348, -0.76964, -0.65414], [-0.80025, -4.03829, -0.31518], [-1.68823, -3.75140, -1.56501], [-2.27622, -3.27623, -0.16287], [0.97039, 0.73972, 1.74235], [2.18018, 1.33787, 0.67608], [0.98016, 2.36389, 1.01748], [1.63237, 4.59517, 1.03829], [0.14896, 4.35332, 0.92224], [0.99271, 3.86800, 0.89810]]}

Record 3
{"formula": "C3H14N2O", "method": "ωB97M-V with the def2-TZVPD basis set", "charge": 3, "homo_ha": [-0.9532, -0.9351], "s2": 0.75, "homo_lumo_gap_ha": [0.531, 0.213], "max_force_ha_per_bohr": 0.0798, "lumo_energy_ev": [-11.478, -19.646], "multiplicity": 2, "total_energy_ha": -306.0543, "relative_energy_kcal_mol": 36.2, "elements": ["C", "C", "C", "N", "N", "H", "H", "H", "H", "H", "H", "H", "H", "H", "H", "H", "H", "H", "H", "O"], "coordinates": [[-0.10157, 1.08462, -0.90811], [0.19066, -0.31421, -0.56686], [-1.04963, -1.17403, -0.80782], [-1.85779, -1.76997, 0.47601], [1.05692, 2.03994, -0.42344], [-1.11130, 1.59480, -0.53202], [-0.33485, 1.16895, -2.05873], [0.59401, -0.46828, 0.44150], [1.06086, -0.57771, -1.38092], [-1.82346, -0.67520, -1.44089], [-0.64519, -2.03282, -1.41886], [-2.38935, -2.73333, 0.20303], [-1.23675, -1.80336, 1.30687], [-2.61007, -1.02061, 0.77124], [0.74850, 2.88228, 0.11663], [1.54696, 2.31801, -1.24124], [1.68022, 1.49201, 0.17104], [2.45575, 0.00141, 1.61368], [1.39107, 0.16701, 2.68417], [1.50536, 0.02734, 1.76165]]}

Record 4
{"formula": "C3H14N2O2", "method": "ωB97M-V with the def2-TZVPD basis set", "charge": 0, "homo_ha": -0.3161, "homo_lumo_gap_ha": 0.343, "max_force_ha_per_bohr": 0.0921, "lumo_energy_ev": 0.723, "smiles": "NCCCN.O.O", "total_energy_ha": -382.6353, "relative_energy_kcal_mol": 40.5, "elements": ["C", "C", "C", "N", "N", "H", "H", "H", "H", "H", "H", "H", "H", "H", "H", "H", "H", "O", "H", "H", "O"], "coordinates": [[0.16509, -1.16252, 1.72164], [-0.64564, -0.83227, 0.41455], [-0.31505, -1.73684, -0.70062], [-0.41950, -0.93290, -1.97845], [-0.31477, -0.25807, 2.79911], [1.24859, -1.15711, 1.58795], [-0.00261, -2.14890, 1.86065], [-0.44008, 0.29397, 0.15606], [-1.67894, -0.91584, 0.76490], [0.75492, -2.15506, -0.57959], [-0.95743, -2.67636, -0.78955], [-1.46686, -0.92694, -2.15308], [0.04234, -1.32642, -2.79433], [0.03134, -0.63775, 3.68221], [-0.59367, 0.77976, 2.65266], [0.98078, 2.05033, -2.93261], [0.37802, 0.98548, -2.14023], [0.63087, 1.95811, -2.01475], [0.70881, 2.91093, -0.20109], [1.18038, 4.33560, 0.09207], [0.71345, 3.55282, 0.55249]]}

Record 5
{"formula": "C3H14N2O2", "method": "ωB97M-V with the def2-TZVPD basis set", "charge": 0, "homo_ha": -0.3489, "homo_lumo_gap_ha": 0.374, "max_force_ha_per_bohr": 0.1274, "lumo_energy_ev": 0.690, "smiles": "CCNCN.O.O", "total_energy_ha": -382.5891, "relative_energy_kcal_mol": 69.4, "elements": ["C", "C", "N", "C", "N", "H", "H", "H", "H", "H", "H", "H", "H", "H", "H", "H", "H", "O", "H", "H", "O"], "coordinates": [[-2.27043, -1.93199, 0.66904], [-1.36526, -1.43551, -0.31534], [-0.02841, -1.05093, 0.16954], [0.08810, -0.23885, 1.35636], [1.51279, -0.31390, 1.95824], [-2.07370, -1.15450, 1.46217], [-3.41047, -2.02029, 0.55393], [-1.96940, -3.00794, 0.89178], [-1.79608, -0.66659, -0.81734], [-1.27676, -2.22684, -1.09585], [0.53921, -1.86554, 0.06163], [0.05552, 0.84276, 0.87153], [-0.46801, -0.41171, 2.27827], [2.26129, 0.16027, 1.33458], [1.74844, -1.25036, 1.86032], [1.27077, 3.05099, -0.85805], [1.38177, 4.50408, -1.26174], [0.96825, 3.76482, -1.49162], [1.53120, 0.62639, -2.13189], [0.36897, 0.14218, -1.00714], [0.62327, 0.54381, -1.92050]]}

Record 6
{"formula": "C3H14N2O2", "method": "ωB97M-V with the def2-TZVPD basis set", "charge": 0, "homo_ha": -0.3134, "homo_lumo_gap_ha": 0.282, "max_force_ha_per_bohr": 0.0470, "lumo_energy_ev": -0.862, "total_energy_ha": -382.5247, "relative_energy_kcal_mol": 109.9, "elements": ["N", "C", "C", "C", "N", "H", "H", "H", "H", "H", "H", "H", "H", "H", "H", "H", "H", "O", "H", "H", "O"], "coordinates": [[0.43024, -1.02117, -0.97930], [1.04768, 0.13633, -0.56424], [1.63194, 0.16095, 0.94841], [2.43242, 0.35103, -0.71884], [-2.31983, 0.47210, -1.81620], [0.86923, -1.86900, -0.65980], [-2.00592, 0.45134, -0.85557], [0.42026, 1.02654, -0.61717], [2.25964, -0.68312, 1.22046], [1.90525, 1.15542, 1.32215], [0.70997, -0.15357, 1.51135], [3.08813, -0.49545, -0.81913], [2.74637, 1.37887, -0.79702], [-3.10637, 1.10566, -1.85021], [-1.59373, 0.84476, -2.40832], [-1.03748, -1.89325, 1.18979], [-0.54631, -1.07485, -0.72094], [-0.75415, -1.14888, 1.73854], [-1.30095, -0.11904, 1.37351], [-0.87689, 1.52931, 1.48886], [-1.49323, 1.01542, 0.95783]]}

Record 7
{"formula": "C3H14N2O2", "method": "ωB97M-V with the def2-TZVPD basis set", "charge": 0, "homo_ha": -0.3247, "homo_lumo_gap_ha": 0.353, "max_force_ha_per_bohr": 0.0447, "lumo_energy_ev": 0.758, "smiles": "NCCCN.O.O", "total_energy_ha": -382.6545, "relative_energy_kcal_mol": 28.4, "elements": ["N", "C", "C", "C", "N", "H", "H", "H", "H", "H", "H", "H", "H", "H", "H", "H", "H", "O", "H", "H", "O"], "coordinates": [[-2.25495, -3.27867, -1.37423], [-2.19015, -1.82893, -1.15880], [-0.91417, -1.30550, -0.49992], [-1.20409, 0.01133, 0.19763], [-0.11005, 0.78568, 0.75512], [-1.31840, -3.62893, -1.51018], [-2.94446, -3.58162, -2.02208], [-2.50247, -1.28077, -2.05078], [-2.96701, -1.60686, -0.40134], [-0.18986, -1.08073, -1.30168], [-0.50751, -2.07622, 0.14730], [-1.75852, 0.66253, -0.48984], [-1.97182, -0.22900, 0.95518], [0.71680, 0.21284, 0.83661], [-0.14678, 1.28519, 1.61565], [2.22710, 3.69237, 1.56039], [1.09519, 3.55767, 0.61413], [1.97414, 3.89791, 0.67883], [4.38865, 0.38909, 1.02941], [3.78273, 1.48628, 0.34524], [3.55113, 0.85982, 1.05729]]}

Record 8
{"formula": "C3H14N2O2", "method": "ωB97M-V with the def2-TZVPD basis set", "charge": 0, "homo_ha": -0.3409, "homo_lumo_gap_ha": 0.374, "max_force_ha_per_bohr": 0.0348, "lumo_energy_ev": 0.913, "smiles": "CNCCN.O.O", "total_energy_ha": -382.6631, "relative_energy_kcal_mol": 23.0, "elements": ["N", "C", "C", "N", "C", "H", "H", "H", "H", "H", "H", "H", "H", "H", "H", "H", "H", "O", "H", "H", "O"], "coordinates": [[0.41558, -0.10994, 2.42689], [-0.16923, 0.63430, 1.26083], [-0.76665, -0.34686, 0.24357], [-0.19171, -0.11007, -1.10150], [-0.47758, -1.23681, -2.00237], [-0.10887, -0.95623, 2.51405], [0.36848, 0.45835, 3.25986], [-1.00249, 1.22938, 1.62231], [0.62979, 1.22404, 0.83017], [-0.71534, -1.40776, 0.52772], [-1.84251, -0.18098, 0.12585], [0.81047, -0.04662, -1.02570], [0.18012, -2.08406, -1.77272], [-1.51821, -1.53379, -1.95973], [-0.17146, -0.93131, -3.00670], [-1.07216, 1.71169, -1.02097], [-1.02791, 3.11131, -1.71332], [-1.30167, 2.64531, -0.92045], [1.90833, -0.58038, 0.94628], [3.43410, -0.49286, 0.33356], [2.61892, -0.99672, 0.43237]]}

Record 9
{"formula": "C3H14N2O2S", "method": "ωB97M-V with the def2-TZVPD basis set", "charge": 1, "homo_ha": [-0.5076, -0.5017], "s2": 0.76, "homo_lumo_gap_ha": [0.337, 0.178], "max_force_ha_per_bohr": 0.0823, "lumo_energy_ev": [-4.651, -8.822], "multiplicity": 2, "total_energy_ha": -780.4581, "relative_energy_kcal_mol": 36.7, "elements": ["C", "C", "S", "N", "C", "N", "H", "H", "H", "H", "H", "H", "H", "H", "H", "H", "H", "H", "O", "H", "H", "O"], "coordinates": [[0.95915, -1.08732, -0.31222], [1.94975, -0.28855, 0.65664], [3.51940, -0.03836, -0.13234], [-0.21706, -1.43274, 0.45174], [-1.44986, -0.69193, 0.16466], [-1.31408, 0.71847, 0.51497], [0.70302, -0.40273, -1.14572], [1.46564, -1.98584, -0.65775], [2.13693, -0.92168, 1.53142], [1.43121, 0.54014, 1.10842], [3.47664, -1.82481, -0.43158], [-0.36754, -2.43138, 0.33502], [-1.88233, -0.87476, -0.83864], [-2.24716, -1.16261, 0.72748], [-0.59753, 0.71813, 1.23925], [-0.81315, 1.21262, -0.23718], [1.69377, 2.73387, -1.62030], [2.02315, 1.38733, -1.03131], [1.26362, 1.90822, -1.36095], [-4.38704, 0.76721, 0.67840], [-3.19307, 1.63046, 0.22097], [-4.15346, 1.52627, 0.13901]]}

Record 10
{"formula": "C3H14N2O5", "method": "ωB97M-V with the def2-TZVPD basis set", "charge": 0, "homo_ha": -0.3356, "homo_lumo_gap_ha": 0.341, "max_force_ha_per_bohr": 0.0366, "lumo_energy_ev": 0.157, "smiles": "c1c[nH]cn1.O.O.O.O.O", "total_energy_ha": -608.4038, "relative_energy_kcal_mol": 0.0, "elements": ["C", "C", "N", "C", "N", "H", "H", "H", "H", "H", "H", "O", "H", "H", "O", "H", "H", "O", "H", "H", "O", "H", "H", "O"], "coordinates": [[-0.39398, -1.76124, 0.42414], [0.92798, -1.68367, 0.05879], [1.00678, -1.05094, -1.14280], [-0.20362, -0.74075, -1.54424], [-1.08804, -1.20412, -0.61974], [-0.93749, -2.13872, 1.26892], [1.79981, -1.99196, 0.60829], [-0.51642, -0.44912, -2.52974], [-2.09390, -1.18117, -0.62368], [-2.19549, 0.28923, 3.12372], [-0.90172, -0.18429, 2.45945], [-1.79105, -0.47443, 2.69789], [2.20639, 1.77808, 0.41989], [2.28939, 0.81986, 1.53534], [1.64710, 1.14594, 0.89266], [3.00133, -0.85921, -2.69602], [2.38031, 0.20103, -1.87566], [3.11091, 0.07903, -2.50574], [-2.01857, 0.43799, 0.80240], [-2.47461, 1.81590, 0.80978], [-2.82084, 0.93384, 0.62373], [-0.08548, 1.47191, -0.29650], [-0.12648, 2.70299, -1.13992], [-0.72235, 2.04381, -0.75095]]}